Entry 1:
ORCA calculation (ωB97M-V with the def2-TZVPD basis set) on a cluster of 2 separate species, C4H12NOP in total at a distorted geometry.

As for the total charge: 0. The value obtained for the energy above the lowest of the compared OMol25 structures with the same formula, charge and spin is 298.5 kJ/mol. For the calculated total energy, the calculation gives -17167.8521 eV. The molar mass is 121.120 g/mol. For the LUMO energy (spin up / spin down), the calculation gives -0.2 / 0.5 eV.

Last column: Löwdin charge in e.
Atoms and positions in Å:
H (-1.715, -1.085, -0.571)  0.071
P (1.723, 0.894, 0.205)  0.621
H (0.966, -0.245, -1.834)  0.023
H (-0.186, -2.022, 1.174)  0.070
C (-0.942, -0.022, 1.112)  -0.261
H (1.936, -1.317, -0.806)  0.030
H (-1.849, 0.684, -0.685)  0.066
H (0.987, 2.575, -1.231)  0.032
O (2.842, 0.820, 1.149)  -0.399
N (1.791, 2.357, -0.664)  -0.130
H (-1.173, -1.564, 2.565)  0.080
C (-0.426, -1.204, 1.848)  -0.152
H (2.087, 3.147, -0.106)  0.040
C (1.852, -0.313, -1.212)  -0.213
H (-1.066, 0.871, 1.710)  0.075
H (-2.914, -0.204, 0.387)  0.082
H (2.740, -0.078, -1.799)  0.038
C (-1.894, -0.171, -0.013)  -0.138
H (0.465, -0.940, 2.415)  0.065


Entry 2:
ORCA calculation (ωB97M-V with the def2-TZVPD basis set) on the molecule C2H8O2Si at a distorted geometry.

As for the total charge: 0. The value obtained for the energy above the lowest of the compared OMol25 structures with the same formula, charge and spin is 139.8 kJ/mol. For the calculated total energy, the calculation gives -14178.0170 eV. The molar mass is 92.170 g/mol. For the LUMO energy, the calculation gives 1.0 eV.

Last column: Löwdin charge in e.
Atoms and positions in Å:
H (-1.878, -0.819, 1.644)  -0.026
O (-0.437, -0.666, -0.398)  -0.289
O (-2.838, 0.250, -0.477)  -0.192
C (1.076, -0.744, -0.160)  -0.218
H (1.290, 1.240, 0.620)  0.059
H (1.207, -1.243, 0.797)  0.105
H (1.427, -1.374, -0.975)  0.108
Si (-1.561, 0.059, 0.513)  0.364
H (1.498, 1.122, -1.131)  0.082
H (-1.268, 1.420, 0.943)  -0.019
H (2.772, 0.539, -0.048)  0.078
C (1.696, 0.630, -0.181)  -0.100
H (-2.986, -0.415, -1.147)  0.047


Entry 3:
ORCA calculation (ωB97M-V with the def2-TZVPD basis set) on a cluster of 6 separate species, C20H44O10S6 in total at a distorted geometry.

As for the total charge: 0. For the calculated total energy, the calculation gives -106935.2203 eV. The molar mass is 636.964 g/mol. For the LUMO energy, the calculation gives 0.0 eV.

Last column: Löwdin charge in e.
Atoms and positions in Å:
H (3.566, -1.042, 4.201)  0.089
S (1.555, -1.594, 5.492)  0.654
C (2.654, 0.254, -0.822)  -0.189
H (5.444, -5.398, -1.878)  0.124
O (-8.910, 1.916, 1.391)  -0.343
H (-7.607, 2.322, -0.936)  0.114
H (-0.242, 5.238, -4.161)  0.109
C (4.869, -5.492, -0.932)  -0.225
C (4.496, -4.159, -0.345)  -0.211
H (2.354, 3.515, -5.512)  0.112
H (3.105, -6.783, -0.322)  0.144
H (-0.537, -1.953, 4.583)  0.109
H (-6.256, 3.746, 2.865)  0.124
H (0.988, 2.281, 0.369)  0.040
O (-8.796, 4.289, 1.809)  -0.323
H (0.530, -1.321, 0.142)  -0.013
O (-0.557, 0.887, -1.018)  -0.594
H (3.794, -7.112, -1.973)  0.100
C (2.501, -2.750, 3.249)  -0.213
O (2.467, 5.592, -3.759)  -0.303
C (0.463, -1.887, 4.200)  -0.268
H (3.137, -3.643, 3.190)  0.104
H (-0.771, -1.928, 1.103)  0.033
O (1.514, -0.254, 6.012)  -0.317
C (-5.605, 2.654, 1.014)  -0.223
H (-0.007, 2.150, -4.204)  0.115
H (4.234, -4.214, 0.720)  0.094
O (3.253, -2.772, -2.250)  -0.331
H (-6.037, 4.691, 0.294)  0.137
S (-8.104, 3.127, 1.296)  0.669
C (-7.489, 3.269, -0.400)  -0.248
C (2.721, -5.406, -2.034)  -0.242
H (2.976, 1.124, -1.419)  0.051
C (-6.090, 3.641, -0.119)  -0.244
H (2.356, 2.222, -4.472)  0.092
H (-0.774, -2.218, -0.766)  0.107
C (0.320, 3.106, -4.632)  -0.197
S (-1.321, 0.071, 0.046)  0.860
C (1.980, 2.356, 0.850)  -0.263
O (1.818, -3.491, -0.391)  -0.312
H (1.668, -5.614, -2.062)  0.092
H (0.573, -1.013, 3.577)  0.084
H (3.035, -5.259, -3.123)  0.134
H (-3.758, -0.763, -0.042)  0.031
C (1.019, -3.083, 3.430)  -0.200
H (-5.782, 1.602, 0.744)  0.107
H (3.672, -2.461, 5.235)  0.105
H (-3.401, 0.829, -0.818)  0.050
S (2.918, -3.733, -1.237)  0.661
H (1.831, 2.753, 1.805)  0.028
C (3.031, -1.933, 4.495)  -0.193
C (0.557, 4.269, -2.517)  -0.237
H (2.647, 2.997, 0.249)  0.055
H (0.502, 5.123, -1.847)  0.108
H (-5.482, 3.630, -1.032)  0.114
H (3.338, -0.548, -0.739)  0.001
C (1.838, 3.148, -4.611)  -0.219
S (2.774, 0.768, 0.988)  0.855
C (-3.060, -0.231, -0.641)  -0.222
O (1.948, -0.099, 1.852)  -0.563
H (-4.549, 2.730, 1.299)  0.112
H (1.592, 0.099, -1.079)  0.029
H (0.475, 3.381, -1.848)  0.095
H (2.586, -2.129, 2.325)  0.082
H (0.989, -3.981, 4.015)  0.105
H (5.559, -6.030, -0.227)  0.126
C (-6.562, 2.884, 2.211)  -0.222
H (5.287, -3.430, -0.440)  0.103
C (3.567, -6.340, -1.266)  -0.223
H (-8.083, 4.015, -0.944)  0.117
H (0.557, -3.184, 2.428)  0.104
O (3.170, 3.774, -2.321)  -0.334
H (-0.094, 3.211, -5.636)  0.110
S (2.213, 4.279, -3.264)  0.643
H (-3.035, -0.741, -1.577)  0.031
C (-0.516, -1.527, 0.135)  -0.275
C (-0.335, 4.234, -3.740)  -0.208
H (-1.394, 4.078, -3.509)  0.115
H (-6.664, 1.949, 2.801)  0.111
O (1.375, -2.690, 6.452)  -0.335